87
Properties=species:S:1:pos:R:3:lowdin_charge:R:1 method="wB97M-V/def2-TZVPD" de_lowest_kcal_mol=8.2 charge=+1 multiplicity=1 gap_ha=0.26655 max_force_ev_per_a=2.0 lumo_energy_ev=-3.174
La 0.050 1.830 -0.531 2.104
O 0.313 -0.532 3.093 0.077
C 0.580 0.195 2.158 -0.612
O -0.120 1.171 1.672 -0.244
C 1.876 -0.058 1.375 -0.191
C 2.848 -0.968 1.734 0.022
C 3.954 -1.106 0.900 -0.005
C 4.072 -0.335 -0.253 0.032
C 3.060 0.556 -0.538 -0.166
N 1.993 0.659 0.256 -0.013
C 3.067 1.540 -1.706 -0.571
O 3.989 1.553 -2.485 0.097
O 2.020 2.332 -1.701 -0.266
H 2.735 -1.536 2.649 0.121
H 4.738 -1.808 1.157 0.117
H 4.926 -0.398 -0.914 0.130
C 0.463 2.697 -6.078 -0.019
O -0.162 2.004 -4.985 0.027
C -0.235 2.558 -3.789 -0.562
O -0.762 1.920 -2.879 -0.100
N 0.238 3.817 -3.645 0.036
N 0.284 4.359 -2.354 0.041
H 0.351 2.050 -6.937 0.103
H 1.524 2.844 -5.877 0.106
H -0.037 3.645 -6.272 0.102
H 0.874 4.178 -4.333 0.137
H -0.067 5.304 -2.395 0.107
H 1.249 4.350 -2.039 0.075
S -4.148 7.820 2.867 1.056
N -4.647 6.715 1.807 -0.201
C -3.572 6.021 1.478 -0.304
C -3.543 4.900 0.548 -0.074
C -4.680 4.443 -0.118 0.029
C -4.561 3.392 -0.995 -0.013
C -3.307 2.815 -1.170 -0.109
N -2.221 3.219 -0.525 0.013
C -2.326 4.264 0.318 -0.135
C -1.090 4.737 0.980 -0.135
N 0.058 4.094 0.696 -0.019
C 1.186 4.505 1.261 -0.101
C 1.248 5.586 2.133 -0.012
C 0.081 6.246 2.435 0.033
C -1.113 5.820 1.853 -0.072
C -2.389 6.468 2.114 -0.306
N -2.573 7.496 2.922 -0.200
H -5.630 4.932 0.065 0.129
H -5.413 3.014 -1.544 0.119
H -3.175 2.003 -1.874 0.093
H 2.086 3.952 1.005 0.123
H 2.195 5.882 2.563 0.120
H 0.065 7.089 3.115 0.130
Cl 1.441 -7.101 -4.174 0.694
C 0.825 -6.375 -2.729 -0.663
C -0.026 -5.290 -2.812 -0.090
C -0.501 -4.714 -1.642 -0.009
C -0.151 -5.199 -0.384 -0.158
C -0.628 -4.598 0.918 -0.302
C -1.853 -3.694 0.866 -0.034
N -1.685 -2.443 0.111 -0.043
C -2.662 -1.851 -0.659 -0.042
C -2.098 -0.727 -1.167 -0.133
N -0.796 -0.606 -0.716 -0.052
C -0.591 -1.663 0.048 -0.127
O 0.473 -3.920 1.509 -0.125
C 0.470 -3.912 2.948 -0.138
C 1.483 -4.885 3.454 -0.366
C 1.227 -5.917 4.297 -1.006
Cl -0.293 -6.346 4.977 0.666
S 2.613 -6.865 4.634 1.000
C 3.581 -5.876 3.628 -0.411
C 2.860 -4.874 3.066 -0.166
C 0.700 -6.307 -0.348 -0.543
Cl 1.186 -7.004 1.165 0.830
C 1.194 -6.893 -1.500 -0.120
H -0.312 -4.896 -3.778 0.110
H -1.162 -3.864 -1.738 0.106
H -0.925 -5.428 1.565 0.138
H -2.129 -3.440 1.887 0.137
H -2.685 -4.236 0.419 0.143
H -3.642 -2.284 -0.779 0.130
H -2.521 -0.033 -1.874 0.086
H 0.321 -1.928 0.554 0.131
H -0.515 -4.174 3.334 0.103
H 0.687 -2.895 3.270 0.112
H 4.632 -6.098 3.505 0.073
H 3.275 -4.155 2.368 0.108
H 1.854 -7.748 -1.437 0.110



36
Properties=species:S:1:pos:R:3:lowdin_charge:R:1 method="wB97M-V/def2-TZVPD" de_lowest_kcal_mol=271.7 charge=0 multiplicity=1 gap_ha=0.32893 max_force_ev_per_a=14.4 lumo_energy_ev=0.435
C 3.781 -3.596 1.823 -0.143
H 3.724 -2.783 2.484 0.077
H 4.437 -3.349 0.952 0.115
H 4.020 -4.592 2.180 0.100
O 2.751 -3.675 0.895 -0.120
C 1.581 -3.965 1.842 -0.210
O 1.637 -4.124 3.145 0.018
C 0.249 -4.068 0.808 -0.079
C 0.063 -2.753 0.120 -0.216
H 0.968 -2.401 -0.441 0.132
H -0.959 -2.858 -0.442 0.152
C -0.214 -1.683 1.135 -0.065
N 0.041 -0.188 0.408 0.044
C -1.277 0.407 0.004 -0.124
C -0.679 1.529 -0.725 -0.033
C 0.736 1.613 -0.244 -0.037
C 1.151 0.600 0.334 -0.336
C 2.405 0.064 0.901 0.040
H 2.979 0.764 0.393 0.084
H 2.567 -0.945 0.563 0.080
H 2.397 -0.064 1.842 0.018
H 1.320 2.295 -0.505 0.039
C -1.625 2.536 -1.253 -0.545
O -2.756 2.482 -1.290 0.110
C -0.832 3.578 -2.058 -0.474
H -0.004 3.448 -2.594 -0.006
H -0.062 4.355 -1.040 0.202
Cl -1.899 4.858 -2.740 0.530
C -2.523 -0.113 0.180 -0.022
H -2.640 -1.019 -0.362 0.093
H -3.328 0.526 -0.522 0.186
H -2.854 -0.247 0.981 -0.027
H 0.538 -1.529 1.965 0.134
H -1.023 -1.613 1.645 0.040
H 0.432 -4.792 0.190 0.030
H -0.816 -4.248 1.576 0.214



7
Properties=species:S:1:pos:R:3:lowdin_charge:R:1 method="wB97M-V/def2-TZVPD" de_lowest_kcal_mol=5.5 charge=0 smiles="N=C=N.N#N" multiplicity=1 gap_ha=0.41555 max_force_ev_per_a=2.8 lumo_energy_ev=1.005
N -0.981 -0.399 1.004 0.166
C -0.332 -0.047 0.042 -0.400
N 0.533 -0.075 -0.817 0.151
H -1.291 0.205 1.678 0.028
H 0.391 0.277 -1.699 -0.027
N -1.777 0.999 -2.425 0.037
N -1.432 0.420 -3.298 0.045



10
Properties=species:S:1:pos:R:3:lowdin_charge:R:1 method="wB97M-V/def2-TZVPD" de_lowest_kcal_mol=46.6 charge=0 smiles="[H]/N=C/N.S" multiplicity=1 gap_ha=0.34041 max_force_ev_per_a=3.9 lumo_energy_ev=0.390
H 1.251 2.451 -1.407 0.052
N 0.240 2.613 -1.256 0.030
C -0.375 1.644 -1.783 -0.398
N -1.565 0.879 -1.602 0.052
H -0.030 1.299 -2.785 0.102
H -1.928 0.584 -0.680 0.095
H -1.785 0.185 -2.296 0.067
S 0.901 -3.161 3.795 0.297
H 1.296 -4.297 4.596 -0.172
H 1.995 -2.198 3.419 -0.125



55
Properties=species:S:1:pos:R:3:lowdin_charge:R:1 method="wB97M-V/def2-TZVPD" de_lowest_kcal_mol=0.0 charge=-1 multiplicity=2 s2=0.772 gap_ha="0.23869 / 0.23558" max_force_ev_per_a=0.5 lumo_energy_ev="1.838 / 1.838"
Mn -0.162 -0.340 -0.149 0.107
Cl 1.134 -1.355 1.676 0.794
C 0.747 -0.383 3.087 -0.587
C 1.381 -0.727 4.264 -0.131
C 1.114 0.003 5.412 -0.109
C 0.215 1.057 5.333 -0.140
C -0.396 1.366 4.133 -0.680
Cl -1.509 2.707 4.137 0.628
C -0.167 0.664 2.934 -0.689
S -0.959 1.085 1.458 0.679
H 2.073 -1.557 4.274 0.097
H 1.595 -0.244 6.347 0.094
H -0.021 1.652 6.204 0.094
O -2.618 0.858 -5.597 0.070
C -2.131 0.694 -4.339 -0.293
C -2.515 1.500 -3.274 0.022
C -1.966 1.258 -2.034 -0.077
N -1.087 0.280 -1.824 -0.062
C -0.746 -0.467 -2.857 -0.680
Br 0.490 -1.781 -2.349 0.962
C -1.214 -0.329 -4.139 -0.008
H -3.227 1.604 -5.605 0.107
H -3.228 2.304 -3.404 0.118
H -2.221 1.853 -1.166 0.119
H -0.898 -0.974 -4.943 0.121
I -5.402 -7.006 2.725 0.808
C -4.478 -5.407 1.749 -0.749
C -3.294 -4.893 2.256 -0.155
C -2.686 -3.831 1.601 -0.013
C -3.252 -3.289 0.452 -0.114
C -4.439 -3.817 -0.035 -0.022
C -5.060 -4.878 0.608 -0.160
C -2.583 -2.125 -0.275 -0.590
O -3.128 -1.675 -1.279 0.027
O -1.490 -1.750 0.266 -0.203
H -2.852 -5.310 3.151 0.087
H -1.767 -3.400 1.972 0.113
H -4.863 -3.377 -0.928 0.114
H -5.986 -5.287 0.226 0.085
O 1.116 2.112 -2.204 0.035
C 1.787 1.641 -1.292 -0.590
O 1.474 0.735 -0.453 -0.198
C 3.207 2.179 -1.095 -0.092
C 4.023 1.703 -0.075 -0.001
C 5.309 2.198 0.096 -0.061
C 5.800 3.178 -0.752 -0.016
C 4.967 3.635 -1.759 -0.142
C 3.684 3.163 -1.951 0.061
N 5.484 4.680 -2.671 -0.355
O 6.607 5.106 -2.465 0.051
O 4.744 5.100 -3.537 0.071
H 3.619 0.944 0.581 0.114
H 5.933 1.822 0.896 0.102
H 6.793 3.586 -0.646 0.111
H 3.049 3.535 -2.741 0.126



11
Properties=species:S:1:pos:R:3:lowdin_charge:R:1 method="wB97M-V/def2-TZVPD" de_lowest_kcal_mol=102.6 charge=0 multiplicity=1 gap_ha=0.29139 max_force_ev_per_a=0.6 lumo_energy_ev=0.017
N -1.851 0.620 -0.180 0.185
C -0.669 -0.006 -0.021 -0.373
C 0.107 -0.028 1.146 -0.122
C 1.467 -0.228 1.035 -0.022
C 1.843 -0.532 -0.340 -0.204
N 1.082 -0.914 -1.318 0.096
O -0.273 -0.618 -1.120 0.009
H -2.165 0.752 -1.132 0.123
H -0.395 0.148 2.101 0.093
H -2.037 1.375 0.462 0.121
H 2.891 -0.569 -0.634 0.094



31
Properties=species:S:1:pos:R:3:lowdin_charge:R:1 method="wB97M-V/def2-TZVPD" de_lowest_kcal_mol=43.1 charge=+1 multiplicity=1 gap_ha=0.34084 max_force_ev_per_a=4.8 lumo_energy_ev=-4.086
C 1.763 0.708 -1.093 -0.096
C 1.886 -1.409 0.126 -0.491
C -0.384 -0.360 0.084 -0.214
C 0.712 0.333 2.278 -0.026
C -0.548 1.968 0.987 -0.035
C -1.482 -0.692 -2.175 -0.028
C -2.478 -1.555 0.132 0.032
C -0.416 0.443 1.288 -0.354
C -1.660 -0.423 -0.642 -0.311
N 2.457 -0.281 -0.338 0.074
N 0.427 -1.384 -0.174 0.202
N 2.522 1.747 -1.390 0.067
O 2.416 -2.380 0.598 0.155
H 0.767 -0.599 2.742 0.073
H 0.501 1.071 3.056 0.105
H 1.670 0.512 1.698 0.102
H 0.337 2.540 1.213 0.071
H -1.280 2.261 1.739 0.090
H -0.904 2.191 -0.142 0.133
H -2.405 -0.560 -2.626 0.054
H -1.218 -1.639 -2.469 0.042
H -0.691 0.130 -2.595 0.138
H -3.387 -1.546 -0.426 0.091
H -2.543 -1.294 1.109 0.047
H -1.985 -2.489 -0.076 0.089
H -1.357 0.198 1.659 0.123
H -2.142 0.604 -0.554 0.156
H 3.534 -0.328 -0.318 0.206
H 0.237 -2.270 -0.644 0.183
H 2.067 2.620 -1.868 0.163
H 3.582 1.884 -1.181 0.159



11
Properties=species:S:1:pos:R:3:lowdin_charge:R:1 method="wB97M-V/def2-TZVPD" de_lowest_kcal_mol=32.7 charge=0 multiplicity=1 gap_ha=0.34061 max_force_ev_per_a=1.6 lumo_energy_ev=0.742
O -0.954 2.167 1.819 0.061
C -0.452 2.033 0.808 0.035
C -1.230 -0.520 -0.783 -0.032
C -0.296 -1.050 0.011 -0.219
C 1.109 -0.657 0.154 -0.120
C 1.676 0.419 -0.370 -0.221
O 2.219 1.349 -0.810 0.176
H -2.248 -0.901 -0.778 0.055
H -1.020 0.301 -1.463 0.057
H -0.580 -1.876 0.659 0.098
H 1.776 -1.264 0.755 0.112



89
Properties=species:S:1:pos:R:3:lowdin_charge:R:1 method="wB97M-V/def2-TZVPD" de_lowest_kcal_mol=102.4 charge=0 smiles="COP(=O)(OC)OC.COP(=O)(OC)OC.O=S1(=O)CCCC1.O=S1(=O)CCCC1.O=S1(=O)CCCC1.c1cc[nH]c1" multiplicity=1 gap_ha=0.31213 max_force_ev_per_a=4.4 lumo_energy_ev=0.337
C 6.343 -2.635 2.219 -0.094
O 5.071 -3.297 2.386 -0.235
P 4.749 -4.875 2.095 0.502
O 4.620 -5.282 0.666 -0.251
O 6.025 -5.574 2.836 -0.234
C 6.426 -6.827 2.505 -0.160
O 3.499 -5.377 3.005 -0.178
C 2.814 -4.454 3.808 -0.146
H 6.202 -1.795 1.539 0.086
H 7.163 -3.109 1.680 0.085
H 6.831 -2.315 3.139 0.089
H 6.466 -7.343 3.464 0.088
H 7.455 -6.738 2.154 0.096
H 5.712 -7.408 1.922 0.095
H 2.892 -4.733 4.859 0.086
H 1.729 -4.369 3.739 0.088
H 3.146 -3.417 3.852 0.080
C -1.704 7.093 2.195 -0.137
O -0.801 6.527 1.255 -0.229
P 0.739 5.909 1.547 0.452
O 1.243 5.353 0.293 -0.220
O 1.560 7.092 2.159 -0.219
C 2.359 7.975 1.384 -0.087
O 0.540 4.934 2.837 -0.192
C 0.149 5.446 4.098 -0.146
H -2.297 7.867 1.707 0.084
H -1.261 7.741 2.951 0.079
H -2.347 6.330 2.633 0.088
H 3.384 8.048 1.748 0.091
H 2.025 8.986 1.617 0.084
H 2.262 7.893 0.301 0.095
H 0.890 5.162 4.845 0.089
H -0.841 5.292 4.528 0.095
H 0.407 6.492 4.266 0.075
O -9.727 2.802 3.681 -0.395
S -8.303 2.341 3.471 0.746
O -7.764 1.237 4.241 -0.351
C -8.212 2.124 1.591 -0.186
C -7.249 3.275 1.133 -0.208
C -7.512 4.498 2.113 -0.218
C -7.240 3.943 3.562 -0.175
H -9.257 2.208 1.292 0.095
H -7.678 1.181 1.482 0.090
H -6.210 2.945 1.136 0.106
H -7.407 3.424 0.065 0.104
H -8.502 4.910 1.919 0.108
H -6.793 5.287 1.889 0.099
H -7.583 4.658 4.310 0.094
H -6.176 3.708 3.595 0.092
O -1.573 -0.089 1.450 -0.341
S -1.568 -0.215 0.005 0.706
O -2.468 0.541 -0.867 -0.348
C 0.194 -0.090 -0.519 -0.194
C 0.431 -1.346 -1.394 -0.254
C -0.213 -2.395 -0.674 -0.278
C -1.669 -1.978 -0.439 -0.204
H 0.697 -0.194 0.442 0.095
H 0.607 0.800 -0.994 0.107
H 0.096 -1.195 -2.420 0.129
H 1.500 -1.538 -1.489 0.125
H 0.271 -2.692 0.256 0.126
H -0.117 -3.315 -1.250 0.123
H -2.268 -2.479 0.321 0.103
H -2.212 -2.095 -1.376 0.104
O 0.785 1.004 -9.211 -0.338
S 1.850 0.780 -8.231 0.675
O 1.916 -0.425 -7.449 -0.352
C 3.522 1.015 -9.037 -0.168
C 4.250 2.242 -8.256 -0.170
C 3.070 3.070 -7.612 -0.203
C 1.957 2.102 -6.968 -0.195
H 3.253 1.198 -10.077 0.082
H 4.023 0.047 -9.020 0.087
H 4.927 1.900 -7.474 0.094
H 5.052 2.864 -8.652 0.099
H 2.578 3.636 -8.404 0.100
H 3.282 3.860 -6.891 0.100
H 0.919 2.410 -6.842 0.096
H 2.355 1.653 -6.059 0.093
C -0.173 -9.520 0.563 -0.121
C -0.951 -9.853 1.724 -0.091
C -2.284 -9.485 1.424 -0.134
N -2.277 -8.847 0.206 -0.007
C -0.985 -8.837 -0.273 -0.168
H 0.870 -9.723 0.369 0.091
H -0.664 -10.191 2.708 0.081
H -3.181 -9.286 1.991 0.100
H -2.985 -8.255 -0.206 0.143
H -0.654 -8.213 -1.091 0.106



15
Properties=species:S:1:pos:R:3:lowdin_charge:R:1 method="wB97M-V/def2-TZVPD" de_lowest_kcal_mol=77.4 charge=0 multiplicity=1 gap_ha=0.35254 max_force_ev_per_a=1.9 lumo_energy_ev=0.916
C -1.727 0.281 0.710 -0.011
C -1.133 -0.435 -1.062 -0.087
N 0.274 -0.226 -1.083 0.007
C 0.817 -0.343 0.153 -0.573
O 0.147 -0.860 1.035 -0.017
C 2.151 0.260 0.444 0.002
H -2.694 -0.187 0.700 0.021
H -1.690 1.333 0.467 0.024
H -1.397 0.231 1.790 0.065
H -1.382 -1.487 -0.929 0.078
H -1.524 -0.119 -2.066 0.103
H 0.733 0.326 -1.796 0.135
H 2.708 0.525 -0.454 0.074
H 2.720 -0.455 1.038 0.085
H 1.998 1.157 1.054 0.092



8
Properties=species:S:1:pos:R:3:lowdin_charge:R:1 method="wB97M-V/def2-TZVPD" de_lowest_kcal_mol=11.3 charge=0 smiles="OP(O)(=S)SCl" multiplicity=1 gap_ha=0.31122 max_force_ev_per_a=3.2 lumo_energy_ev=-1.052
O -0.533 0.062 1.390 -0.206
P -0.138 0.309 -0.056 -0.218
O -1.532 0.022 -0.819 -0.209
S 0.660 2.011 -0.455 0.273
S 1.009 -1.498 -0.497 0.253
Cl 2.574 -0.483 0.518 0.052
H -0.675 -0.843 1.549 0.047
H -1.364 0.420 -1.630 0.008



36
Properties=species:S:1:pos:R:3:lowdin_charge:R:1 method="wB97M-V/def2-TZVPD" de_lowest_kcal_mol=65.8 charge=0 multiplicity=1 gap_ha="0.28069 / 0.27595" max_force_ev_per_a=3.7 lumo_energy_ev="0.181 / 0.084"
C -4.352 0.515 0.485 -0.101
C 1.060 2.250 1.354 -0.159
C 2.668 0.918 0.218 -0.183
C 1.627 -2.349 0.155 -0.136
C 0.312 -1.536 1.997 -0.138
C 0.633 1.013 -2.536 -0.164
C -0.150 -1.254 -2.375 -0.132
C -2.819 0.485 0.917 -0.487
N -2.325 -0.455 0.013 0.032
N 1.277 1.341 0.276 -0.361
N 0.902 -1.282 0.713 -0.415
N 0.741 -0.211 -1.735 -0.380
P 0.206 -0.012 -0.058 0.979
H -4.776 -0.475 0.381 0.054
H -4.922 1.120 1.240 0.085
H -4.422 0.875 -0.500 0.036
H 0.040 2.403 1.417 0.039
H 1.549 2.030 2.275 0.066
H 1.571 3.227 1.160 0.095
H 3.198 0.302 0.999 0.094
H 2.845 0.522 -0.770 0.052
H 3.418 1.743 0.224 0.085
H 1.003 -3.144 -0.159 0.068
H 2.307 -2.118 -0.588 0.056
H 2.200 -2.742 1.043 0.106
H 1.082 -1.604 2.769 0.090
H -0.217 -0.671 2.235 0.023
H -0.430 -2.397 1.990 0.113
H 0.879 0.684 -3.618 0.106
H -0.341 1.451 -2.541 0.060
H 1.520 1.633 -2.190 0.083
H 0.314 -1.646 -3.280 0.079
H -0.416 -1.846 -1.505 0.037
H -1.035 -0.672 -2.716 0.071
H -2.796 0.444 1.996 0.077
H -2.353 1.457 0.713 0.072



56
Properties=species:S:1:pos:R:3:lowdin_charge:R:1 method="wB97M-V/def2-TZVPD" de_lowest_kcal_mol=55.1 charge=+2 multiplicity=1 gap_ha=0.17885 max_force_ev_per_a=0.7 lumo_energy_ev=-7.892
Ta 1.278 -1.013 -0.143 1.229
Se 2.187 -2.221 1.771 0.150
Te 2.200 -4.652 1.068 0.443
Te 1.906 -4.588 -1.686 0.457
Se 2.571 -2.176 -1.955 0.083
Se 5.097 5.963 0.318 1.252
N 5.653 4.284 0.406 -0.201
C 4.598 3.521 0.256 -0.336
C 4.640 2.067 0.253 -0.059
C 5.833 1.350 0.386 0.067
C 5.785 -0.024 0.342 0.021
C 4.559 -0.656 0.188 -0.186
N 3.403 0.007 0.076 -0.117
C 3.451 1.361 0.096 -0.138
C 2.185 2.048 -0.098 -0.114
N 1.073 1.270 -0.273 -0.010
C -0.080 1.916 -0.547 -0.094
C -0.206 3.290 -0.584 0.016
C 0.907 4.071 -0.354 0.074
C 2.129 3.441 -0.126 -0.056
C 3.356 4.198 0.070 -0.338
N 3.404 5.508 0.070 -0.206
H 6.762 1.889 0.507 0.139
H 6.677 -0.626 0.429 0.133
H 4.503 -1.730 0.157 0.061
H -0.943 1.317 -0.785 0.096
H -1.171 3.726 -0.800 0.134
H 0.864 5.152 -0.370 0.141
O -0.785 -0.575 0.439 -0.180
C -1.903 -1.559 0.174 -0.238
C -1.125 -2.875 0.010 -0.495
O -1.564 -3.972 0.041 0.201
O 0.173 -2.574 -0.264 -0.576
C -2.814 -1.473 1.364 -0.170
C -2.598 -2.268 2.487 0.003
C -3.389 -2.102 3.612 -0.039
C -4.385 -1.136 3.627 -0.045
C -4.597 -0.334 2.516 -0.045
C -3.816 -0.502 1.383 -0.029
C -2.531 -1.302 -1.188 -0.160
C -3.786 -1.854 -1.430 -0.004
C -4.362 -1.749 -2.685 -0.028
C -3.689 -1.108 -3.716 -0.045
C -2.425 -0.587 -3.493 -0.049
C -1.847 -0.692 -2.235 -0.044
H -1.198 0.227 0.792 0.125
H -1.835 -3.035 2.481 0.123
H -3.232 -2.732 4.476 0.118
H -5.004 -1.014 4.505 0.119
H -5.382 0.410 2.523 0.117
H -4.008 0.102 0.504 0.124
H -4.311 -2.366 -0.635 0.137
H -5.340 -2.174 -2.859 0.122
H -4.142 -1.031 -4.694 0.119
H -1.884 -0.109 -4.297 0.116
H -0.841 -0.310 -2.109 0.078